Arrangement w

ORCA calculation (ωB97M-V with the def2-TZVPD basis set) on C3H7NO2S in the gas phase.

The charge is 0. As for the SMILES: CSNC(=O)CO. As for the spin multiplicity: 1. The value obtained for the frontier orbital gap is 9.2908 eV. As for the HOMO energy: -8.9 eV.

Geometry as XYZ:
```
14
C3H7NO2S (ωB97M-V with the def2-TZVPD basis set)
S 1.14463 0.18566 -0.93711
O -1.69967 1.69775 -0.65986
O -1.97020 -1.68545 -0.23520
N -0.00037 -0.99509 -0.81315
C 2.40906 -0.07662 0.39922
C -1.74847 0.64655 0.23003
C -1.33799 -0.70241 -0.37949
H -2.82938 0.29687 0.46228
H -1.05019 0.78262 1.17425
H 1.79381 -0.13622 1.39348
H 0.05729 -2.02369 -0.98871
H 2.95810 0.87191 0.45711
H 2.97329 -1.00519 0.32880
H -0.69991 2.14330 -0.43162
```

Arrangement x

ORCA calculation (ωB97M-V with the def2-TZVPD basis set) on C3H7NO2S in the gas phase.

The charge is 0. As for the spin multiplicity: 1. The value obtained for the frontier orbital gap is 10.3318 eV. As for the HOMO energy: -9.5 eV.

Geometry as XYZ:
```
14
C3H7NO2S (ωB97M-V with the def2-TZVPD basis set)
S 0.45427 -1.66046 1.00010
O 1.64484 -0.52805 0.74700
O -0.47152 -1.18833 2.01219
N -1.33258 0.96508 -0.09549
C -0.14838 0.34476 -0.64688
C -0.31963 -1.16851 -0.61205
C 1.16677 0.64374 0.13690
H -1.36956 -1.43904 -0.63876
H -0.04379 0.69559 -1.68102
H -1.50361 0.61738 0.84589
H -1.22465 1.97129 -0.04495
H 0.23043 -1.67018 -1.40486
H 0.96432 1.39855 0.90845
H 1.95309 1.01818 -0.52652
```

Arrangement y

ORCA calculation (ωB97M-V with the def2-TZVPD basis set) on C3H7NO2S in the gas phase.

The charge is 0. As for the SMILES: C=C(C)S(N)(=O)=O. As for the spin multiplicity: 1. The value obtained for the frontier orbital gap is 10.7205 eV. As for the HOMO energy: -10.2 eV.

Geometry as XYZ:
```
14
C3H7NO2S (ωB97M-V with the def2-TZVPD basis set)
S -1.07830 0.13752 0.71584
O -1.17740 -0.84873 1.75304
O -1.30697 1.52149 1.01300
N -1.90771 -0.08380 -0.72042
C 0.65412 -0.02609 0.21312
C 1.32141 -0.83148 0.99892
C 1.14970 0.74079 -0.93219
H 0.31948 1.09697 -1.52114
H -2.91215 0.15415 -0.65749
H 2.41070 -1.14600 0.81901
H -1.87691 -0.91835 -1.31079
H 0.80177 -1.36617 1.78210
H 1.85141 1.53823 -0.60075
H 1.75085 0.03145 -1.55224
```

Arrangement z

ORCA calculation (ωB97M-V with the def2-TZVPD basis set) on C3H7NO2S in the gas phase.

The charge is 0. As for the spin multiplicity: 1. The value obtained for the frontier orbital gap is 7.8044 eV. As for the HOMO energy: -8.3 eV.

Geometry as XYZ:
```
14
C3H7NO2S (ωB97M-V with the def2-TZVPD basis set)
S -1.33279 -0.01766 0.11395
O -2.53322 0.27835 -0.60300
O -1.15844 -1.40660 0.55461
N 1.60294 -1.13150 0.09423
C 1.05342 0.05955 -0.45334
C -0.00966 0.01228 -1.29131
C -0.61052 1.14185 1.16166
H 2.07892 -0.92215 0.95358
H 1.60289 0.93577 -0.14930
H -0.99349 2.10637 1.27340
H 1.25455 -2.03200 0.04907
H -0.10966 -0.81259 -1.93773
H -0.14966 0.96444 -1.93614
H -0.69531 0.82387 2.17034
```

It turns out arrangement x is the most stable, with the second structure 0.0289 hartree higher.